Here is a structure of composition C26H28IrN5O4S2 from OMol25. Energies are from ωB97M-V/def2-TZVPD.

Each line ends with the natural charge from an NBO analysis.
Element x y z (Å)
Ir 0.71931 -0.20405 0.82800  0.876
C 2.12620 -3.49321 -1.59803  -0.682
C 2.12097 -2.31084 -0.66424  0.360
N 1.00267 -1.95432 -0.10958  -0.297
N 0.06483 -2.99239 0.05059  -0.414
C -0.73955 -2.78501 1.03160  -0.077
S -0.78718 -1.39494 2.05077  -0.010
S -1.87744 -4.07526 1.45426  0.272
C -2.34846 -4.68341 -0.19649  -0.540
C -3.06891 -3.66824 -1.03591  -0.050
C -2.39479 -2.95553 -2.02165  -0.215
C -3.06068 -2.00593 -2.78509  -0.203
C -4.40711 -1.75661 -2.57018  -0.221
C -5.08828 -2.46632 -1.58947  -0.225
C -4.42252 -3.41447 -0.83031  -0.152
C 3.37443 -1.66021 -0.29545  -0.257
C 4.51781 -1.85954 -1.09325  -0.147
C 5.78976 -1.58368 -0.65702  -0.300
C 5.95792 -1.14144 0.66298  -0.183
C 4.87210 -0.91995 1.46857  -0.251
C 3.53751 -1.06791 1.00314  0.421
O 2.58848 -0.66017 1.78498  -0.757
H 1.52046 -4.29805 -1.19028  0.263
H 3.12719 -3.86462 -1.78410  0.225
H 1.67197 -3.18826 -2.54395  0.227
H -3.00271 -5.52564 0.03415  0.233
H -1.46366 -5.06510 -0.70192  0.236
H -1.34135 -3.14769 -2.18131  0.222
H -2.52351 -1.45807 -3.54990  0.205
H -4.92641 -1.01587 -3.16470  0.210
H -6.14057 -2.27996 -1.41708  0.211
H -4.95388 -3.95977 -0.05870  0.204
H 4.38764 -2.24430 -2.09708  0.201
H 6.64132 -1.74230 -1.30411  0.210
H 6.95415 -0.96819 1.05257  0.207
H 4.99108 -0.56358 2.48391  0.208
N 1.88229 1.79445 -2.62991  -0.787
C 1.25805 1.30093 -1.55158  0.708
O 1.93206 0.86767 -0.60353  -0.624
C -0.24428 1.33172 -1.49079  -0.524
C -0.79405 0.28876 -0.49508  -0.640
H 2.88887 1.80360 -2.64725  0.416
H 1.36765 2.15383 -3.41220  0.404
H -0.66348 1.24640 -2.49819  0.218
H -0.47490 2.35398 -1.16371  0.216
H -1.07866 -0.60710 -1.05388  0.207
H -1.72882 0.65739 -0.06087  0.194
O -3.49521 5.35732 -0.47179  -0.719
C -2.94913 5.79962 0.75329  0.108
N -1.95271 4.81682 1.09345  -0.616
C -1.49154 4.69109 2.36001  0.660
O -1.86634 5.41472 3.26505  -0.610
C -0.48044 3.60909 2.59754  -0.178
C 0.34973 3.71091 3.70584  -0.101
C 1.27011 2.70736 3.93845  -0.246
C 1.33616 1.63327 3.06826  0.073
N 0.52779 1.52657 2.00426  -0.421
C -0.36796 2.49387 1.78579  0.075
H -4.12236 6.01422 -0.78715  0.480
H -3.68637 5.83293 1.55752  0.183
H -2.49967 6.79339 0.64540  0.154
H -1.52282 4.32860 0.32657  0.405
H 0.24735 4.56523 4.36137  0.246
H 1.93740 2.74141 4.78759  0.233
H 2.04309 0.82275 3.19231  0.262
H -1.04061 2.32404 0.95749  0.215

As for the total energy: -67568.1907 eV. The calculation puts the HOMO energy at -0.245 Ha. The calculation puts the gap between HOMO and LUMO at 0.2488 Ha. For the relative energy (zero: lowest compared OMol25 entry of this formula, charge and spin), the calculation gives 6.9 kJ/mol. The value obtained for the LUMO energy is 0.096 eV. Its total charge is 0.